# C3H26O10

10 unconnected molecules or ions with the total composition C3H26O10 (wB97M-V/def2-TZVPD, the OMol25 dataset).

Output
Orbital gap (eV): 7.690
LUMO level (eV): -1.5
E_HOMO (hartree): -0.3385
M (g mol⁻¹): 222.23
DFT total energy (eV): -24005.356
Total charge: 0
Multiplicity: 1

Cartesian coordinates (Å):
1 O -3.570 -0.358 2.159
2 H -4.313 -0.932 1.902
3 H -2.818 -0.487 1.468
4 H -3.142 -0.612 2.999
5 C -0.561 1.583 -0.531
6 C -1.249 0.209 -0.796
7 C -0.123 -0.690 -1.395
8 O -1.593 -0.376 0.424
9 H -0.500 2.126 -1.475
10 H 0.423 1.399 -0.112
11 H -1.137 2.165 0.188
12 H -1.947 0.338 -1.631
13 H 0.733 -0.747 -0.715
14 H 0.462 -0.310 -2.240
15 H -0.492 -1.676 -1.674
16 O 2.527 1.049 1.287
17 H 2.475 1.898 0.834
18 H 1.606 0.775 1.404
19 O 1.960 -3.278 -2.273
20 H 2.551 -3.422 -1.527
21 H 1.191 -3.826 -2.082
22 O 0.316 4.140 1.003
23 H 0.523 4.999 1.383
24 H -0.323 3.753 1.609
25 O 0.092 0.239 2.588
26 H -0.361 -0.205 3.307
27 H -0.500 0.114 1.806
28 O -3.024 -2.948 -0.921
29 H -3.833 -2.481 -0.698
30 H -2.325 -2.455 -0.468
31 O 2.135 3.037 -2.918
32 H 2.098 3.980 -2.732
33 H 1.228 2.733 -2.808
34 O -0.266 -2.819 1.059
35 H 0.536 -2.489 0.645
36 H -0.903 -2.091 0.958
37 O 4.346 -1.027 0.004
38 H 4.213 -0.227 0.526
39 H 3.565 -1.079 -0.554